# 1
Density functional theory data (the ωB97M-V functional and the def2-TZVPD basis) for a molecular structure, C12H10N8ORuS in a non-equilibrium geometry.

Each line ends with the Löwdin charge.
Element x y z (Å)
Ru  1.315  0.573  -0.294  1.124
C  -0.062  -2.496  2.333  0.026
C  0.177  -1.320  1.456  -0.171
N  1.341  -0.953  1.004  -0.090
N  2.509  -1.609  1.219  0.039
C  3.601  -1.243  0.489  -0.704
N  4.733  -1.871  0.696  0.185
S  3.526  0.019  -0.689  0.768
C  -0.954  -0.487  0.947  -0.200
C  -2.322  -0.762  1.105  0.100
C  -3.251  0.088  0.482  0.007
C  -2.862  1.152  -0.276  0.056
C  -1.420  1.461  -0.437  -0.162
N  -0.558  0.527  0.213  -0.056
H  0.788  -2.700  2.985  0.096
H  -0.261  -3.386  1.728  0.127
H  -0.924  -2.329  2.975  0.104
H  2.529  -2.390  1.865  0.168
H  4.857  -2.600  1.385  0.152
H  5.548  -1.606  0.158  0.140
H  -2.667  -1.607  1.681  0.138
H  -4.304  -0.089  0.656  0.142
H  -3.585  1.858  -0.656  0.114
H  -1.185  2.470  -0.050  0.184
N  1.403  3.450  0.819  0.086
C  1.463  2.378  0.400  -0.384
O  0.470  1.296  -1.987  -0.191
N  -0.827  1.542  -1.881  -0.030
C  -1.449  1.903  -2.961  -0.131
C  -0.712  2.007  -4.177  -0.091
N  -0.118  2.083  -5.156  0.288
C  -2.838  2.206  -2.990  -0.112
N  -3.961  2.434  -3.042  0.278

Atoms 1-2, force components in eV/Å:
-1.22 -0.49 0.34
0.07 -0.06 -0.02

Charge   +2
HOMO level (alpha / beta)   -0.5677 / -0.5802 Eh
Gap between HOMO and LUMO (alpha / beta)   5.13 / 5.63 eV

# 2
Density functional theory data (the ωB97M-V functional and the def2-TZVPD basis) for a molecular structure, C44H60BCaIN8O3.

Each line ends with the Löwdin charge.
Element x y z (Å)
Ca  0.581  -0.567  -1.019  1.385
C  3.224  -2.327  2.553  -0.052
C  1.742  -2.440  2.184  -0.356
C  1.089  -3.546  3.007  -0.044
C  1.059  -1.114  2.356  -0.272
C  0.861  -0.377  3.523  0.041
C  0.280  0.808  3.118  -0.205
C  -0.146  1.928  4.027  -0.366
C  0.927  2.209  5.081  -0.066
C  -1.463  1.584  4.724  -0.048
N  0.146  0.777  1.765  0.051
N  0.634  -0.427  1.312  -0.003
B  -0.202  1.970  0.791  -0.439
N  1.028  2.387  -0.110  0.052
N  1.503  1.638  -1.158  -0.002
C  2.466  2.338  -1.737  -0.280
C  2.637  3.561  -1.083  0.036
C  1.711  3.553  -0.058  -0.200
C  1.520  4.584  1.017  -0.357
C  2.048  5.946  0.585  -0.070
C  2.209  4.120  2.300  -0.043
C  3.229  1.780  -2.913  -0.365
C  4.189  2.811  -3.496  -0.071
C  2.297  1.234  -3.986  -0.061
N  -1.464  1.747  -0.128  0.059
N  -1.347  0.983  -1.265  0.025
C  -2.404  1.220  -2.023  -0.269
C  -3.242  2.140  -1.391  0.024
C  -2.623  2.456  -0.201  -0.199
C  -3.300  3.309  0.843  -0.346
C  -4.072  2.406  1.806  -0.049
C  -2.499  4.368  1.595  -0.064
C  -2.599  0.609  -3.390  -0.350
C  -1.328  0.010  -3.978  -0.057
C  -3.749  -0.398  -3.408  -0.049
H  3.732  -3.268  2.339  0.083
H  3.339  -2.122  3.619  0.082
H  3.726  -1.533  2.001  0.057
H  1.674  -2.706  1.124  0.112
H  1.135  -3.309  4.073  0.081
H  1.618  -4.486  2.852  0.086
H  0.046  -3.700  2.740  0.056
H  1.113  -0.664  4.529  0.116
H  -0.287  2.828  3.428  0.096
H  1.023  1.366  5.766  0.077
H  0.655  3.083  5.675  0.083
H  1.905  2.388  4.635  0.071
H  -1.335  0.699  5.349  0.085
H  -2.258  1.372  4.014  0.056
H  -1.786  2.406  5.363  0.083
H  -0.433  2.892  1.483  0.081
H  3.331  4.344  -1.324  0.105
H  0.451  4.677  1.216  0.108
H  3.131  5.924  0.452  0.078
H  1.831  6.696  1.346  0.080
H  1.602  6.275  -0.354  0.085
H  3.289  4.065  2.151  0.092
H  1.868  3.129  2.594  0.052
H  2.015  4.809  3.124  0.089
H  3.827  0.944  -2.532  0.117
H  3.649  3.684  -3.868  0.087
H  4.748  2.384  -4.328  0.078
H  4.909  3.153  -2.752  0.078
H  1.585  1.995  -4.313  0.088
H  1.716  0.376  -3.641  0.052
H  2.865  0.900  -4.856  0.083
H  -4.175  2.540  -1.749  0.117
H  -4.043  3.862  0.257  0.132
H  -3.389  1.734  2.325  0.059
H  -4.795  1.788  1.273  0.082
H  -4.603  2.995  2.555  0.083
H  -1.901  3.946  2.400  0.055
H  -3.199  5.072  2.048  0.082
H  -1.838  4.929  0.935  0.081
H  -2.894  1.448  -4.033  0.140
H  -0.967  -0.830  -3.385  0.054
H  -0.539  0.755  -4.060  0.062
H  -1.524  -0.394  -4.973  0.089
H  -3.501  -1.297  -2.841  0.061
H  -3.961  -0.725  -4.426  0.082
H  -4.663  0.025  -2.988  0.079
O  -1.293  -1.907  -1.109  -0.155
C  -1.073  -3.333  -1.110  -0.299
C  0.476  -3.539  -1.298  -0.621
O  0.963  -4.594  -0.935  0.074
O  1.093  -2.569  -1.866  -0.206
C  -1.578  -3.918  0.198  -0.161
C  -1.523  -5.299  0.395  -0.021
C  -2.025  -5.861  1.554  -0.066
C  -2.604  -5.057  2.531  -0.094
C  -2.658  -3.689  2.344  -0.088
C  -2.137  -3.118  1.186  -0.036
C  -1.819  -3.890  -2.317  -0.137
C  -1.202  -3.999  -3.559  -0.007
C  -1.934  -4.382  -4.672  -0.068
C  -3.289  -4.656  -4.560  -0.087
C  -3.909  -4.555  -3.325  -0.075
C  -3.176  -4.181  -2.210  -0.030
H  -2.235  -1.703  -1.077  0.101
H  -1.077  -5.924  -0.364  0.123
H  -1.970  -6.932  1.696  0.104
H  -3.001  -5.502  3.434  0.101
H  -3.090  -3.050  3.103  0.104
H  -2.149  -2.042  1.080  0.111
H  -0.149  -3.772  -3.663  0.118
H  -1.438  -4.464  -5.630  0.104
H  -3.856  -4.954  -5.432  0.101
H  -4.965  -4.772  -3.227  0.104
H  -3.664  -4.121  -1.245  0.123
I  7.280  0.063  -0.164  0.863
C  5.411  -0.693  -0.506  -0.797
C  5.078  -1.873  -1.148  -0.137
N  3.742  -1.946  -1.142  0.013
N  3.183  -0.894  -0.539  -0.015
C  4.181  -0.122  -0.149  -0.238
H  5.684  -2.644  -1.591  0.119
H  3.106  -2.643  -1.532  0.132
H  3.980  0.804  0.363  0.117

Atoms 1-2, force components in eV/Å:
0.47 0.39 -0.42
0.03 -0.03 0.00

Charge   0
HOMO level   -0.3204 Eh
Gap between HOMO and LUMO   9.26 eV

Calculated ΔE to the lowest compared entry with this formula, charge and spin (kJ/mol), listed in the same order as above: 241.7 0.0